Molecular formula: C35H63N5O7
Method: DFT, wB97M-V/def2-TZVPD

XYZ file:
```
110
C35H63N5O7 | the Open Molecules 2025 dataset | wB97M-V/def2-TZVPD
O -6.417 -1.333 -1.729
O -2.821 -1.430 1.327
O 0.916 1.068 -0.631
O 4.887 3.531 1.937
O 0.972 1.038 6.269
O 3.561 1.804 -5.522
O -3.847 1.620 -1.946
N 0.049 -0.726 0.339
N -5.379 -2.616 -3.216
N 3.615 -2.134 3.253
N 3.587 2.121 0.835
N -0.623 -3.168 -3.946
C -5.494 2.508 -0.511
C 1.597 -3.470 -2.867
C -2.597 -0.371 2.315
C 2.930 1.261 -3.279
C -3.980 -0.241 2.974
C 6.010 -2.482 3.832
C 1.335 -1.876 -4.724
C 1.880 2.084 6.622
C -4.126 -2.035 1.478
C 6.249 -2.831 2.461
C -0.804 -0.168 -1.890
C 2.538 1.209 4.531
C 2.159 -2.565 -3.792
C -7.476 -1.670 -3.929
C 0.266 -3.772 -3.039
C 0.868 -0.692 1.534
C 4.673 -2.210 4.145
C -6.420 -1.852 -2.837
C 2.096 2.409 -3.775
C -4.182 3.067 -0.169
C 1.607 0.253 5.303
C 4.123 1.244 -4.336
C 0.131 0.115 -0.704
C 3.942 -2.536 2.008
C 3.786 3.156 1.589
C 4.638 1.063 0.459
C 3.117 2.016 5.697
C -4.606 -1.610 2.865
C 5.206 -2.906 1.545
C 2.293 2.362 -5.226
C 2.590 4.134 1.840
C -3.404 2.934 -1.411
C -5.181 1.386 -1.471
C -4.235 -2.861 -2.356
C -0.068 -2.268 -4.727
H 1.514 1.733 -5.656
H 1.779 -1.140 -5.377
H 6.779 -2.595 4.582
H -4.100 -2.187 3.639
H 5.668 1.410 0.533
H 3.053 -2.773 1.441
H 1.716 4.110 1.190
H 2.327 0.357 -3.366
H 2.199 -4.111 -2.240
H -4.132 0.275 3.921
H 3.182 -2.220 -3.778
H 3.382 1.291 -2.287
H 4.618 -1.935 5.188
H -1.177 -1.179 -1.729
H 2.226 3.337 -5.709
H -0.783 -1.874 -5.434
H -1.744 -0.626 2.945
H -0.110 -4.618 -2.483
H -4.085 -3.112 1.316
H -5.962 1.972 0.314
H -3.441 -3.336 -2.931
H -3.643 3.652 -2.196
H -2.304 0.560 1.831
H 4.467 0.796 -0.584
H -3.667 2.557 0.645
H -1.666 0.475 -2.071
H 1.373 3.047 6.556
H -7.227 -2.157 -4.871
H 1.020 2.361 -3.610
H -4.776 -1.653 0.691
H 4.671 0.218 1.146
H -4.538 0.480 2.377
H -0.754 -1.335 0.286
H -5.234 0.492 -0.850
H -7.427 -0.595 -4.105
H 5.361 -3.198 0.517
H -4.590 -3.486 -1.536
H 2.198 1.888 7.646
H -6.190 3.259 -0.886
H -8.475 -1.880 -3.546
H 3.581 2.974 5.462
H 2.084 -0.629 5.731
H 2.290 3.807 2.836
H 2.949 5.136 2.077
H -5.650 -1.679 3.170
H 2.422 3.359 -3.351
H 0.396 -0.037 2.266
H -4.391 4.074 0.190
H -0.229 -0.206 -2.815
H 4.003 1.563 6.140
H 4.997 1.819 -4.028
H 7.280 -3.079 2.257
H 4.517 0.245 -4.527
H -5.842 1.349 -2.337
H 1.887 -0.388 1.294
H 1.994 1.846 3.833
H 3.364 0.727 4.009
H 0.834 -1.744 1.817
H -3.888 -1.867 -2.073
H -2.335 2.810 -1.240
H -5.565 -3.248 -3.981
H 2.929 2.361 0.107
H 0.901 -0.018 4.517
```

Multiplicity: 1
Molar mass (Da): 665.9
HOMO (eV): -9.05

These are the Löwdin partial charges, in e, on atoms 1 to 5: atom 1 (O): 0.019, atom 2 (O): -0.169, atom 3 (O): 0.000, atom 4 (O): 0.035, atom 5 (O): -0.126

---

Molecular formula: C4H9N6
Method: DFT, wB97M-V/def2-TZVPD

XYZ file:
```
19
C4H9N6 | the Open Molecules 2025 dataset | wB97M-V/def2-TZVPD
N -1.804 0.508 1.280
N -0.973 0.738 0.307
N -1.005 -1.427 1.034
N -0.381 -0.499 0.137
N 1.047 -2.093 -0.399
N -1.786 -0.723 1.683
C 2.842 0.258 -1.772
C -2.730 1.473 1.851
C 0.665 -0.793 -0.604
C 1.432 0.205 -1.382
H -2.219 2.394 2.094
H 1.142 1.194 -1.233
H -3.217 0.912 2.656
H 0.875 -2.383 0.568
H 0.807 0.303 -2.331
H 3.526 -0.545 -1.534
H 3.106 1.060 -2.372
H -3.293 1.796 0.854
H 1.966 -2.378 -0.837
```

Total charge: +1
Relative energy (zero: lowest compared OMol25 entry of this formula, charge and spin) (eV): 4.6301
Multiplicity: 1
Molar mass (Da): 141.2
HOMO (alpha / beta) (eV): -12.18 / -12.16

These are the natural (NBO) partial charges, in e, on atoms 1 to 5: atom 1 (N): 0.026, atom 2 (N): -0.042, atom 3 (N): -0.049, atom 4 (N): -0.086, atom 5 (N): -0.730

---

Molecular formula: C3H3NO2
Method: DFT, wB97M-V/def2-TZVPD

XYZ file:
```
9
C3H3NO2 | the Open Molecules 2025 dataset | wB97M-V/def2-TZVPD
O 0.616 -0.473 1.474
O -1.094 -0.152 -1.579
N 0.650 0.801 -0.336
C -0.259 -0.988 0.567
C -0.294 -0.152 -0.502
C 1.175 0.639 0.888
H -0.765 0.553 -2.158
H -0.745 -1.926 0.779
H 0.717 1.697 0.866
```

Relative energy (zero: lowest compared OMol25 entry of this formula, charge and spin) (eV): 3.9097
Multiplicity: 1
Molar mass (Da): 85.1
HOMO (eV): -9.13

These are the natural (NBO) partial charges, in e, on atoms 1 to 5: atom 1 (O): -0.400, atom 2 (O): -0.653, atom 3 (N): -0.473, atom 4 (C): 0.033, atom 5 (C): 0.337

---

Molecular formula: C11H13BrOOs
Method: DFT, wB97M-V/def2-TZVPD

XYZ file:
```
27
C11H13BrOOs | the Open Molecules 2025 dataset | wB97M-V/def2-TZVPD
Os -0.336 0.187 -0.585
Br -2.227 -1.876 -0.946
O -0.642 -1.941 1.144
C -0.532 0.319 -2.496
C 1.568 0.616 -1.548
C 0.903 1.837 -1.519
C 0.551 1.356 0.948
C -0.385 1.666 -2.080
C 0.692 -0.367 -2.131
C -1.574 0.688 1.618
C -0.587 -0.272 2.183
C -0.875 1.690 0.903
C 0.691 0.141 1.645
C 0.316 -2.894 1.363
H -1.091 2.463 -2.304
H -1.246 2.581 0.424
H 2.606 0.449 -1.295
H 1.278 2.798 -1.167
H 0.992 -1.335 -2.472
H -1.328 -0.074 -3.088
H -0.148 -3.808 0.969
H 1.377 2.023 0.653
H -0.774 -0.801 3.127
H 0.601 -3.138 2.388
H 1.196 -2.630 0.736
H -2.660 0.689 1.793
H 1.635 -0.368 1.737
```

<S²>: 6.025
Relative energy (zero: lowest compared OMol25 entry of this formula, charge and spin) (eV): 3.4409
Multiplicity: 5
Molar mass (Da): 431.4
HOMO (alpha / beta) (eV): -5.71 / -7.83

These are the Löwdin partial charges, in e, on atoms 1 to 5: atom 1 (Os): 1.396, atom 2 (Br): 0.069, atom 3 (O): -0.441, atom 4 (C): -0.383, atom 5 (C): -0.197

---

Molecular formula: C4H8N2S
Method: DFT, wB97M-V/def2-TZVPD

XYZ file:
```
15
C4H8N2S | the Open Molecules 2025 dataset | wB97M-V/def2-TZVPD
S 0.566 -2.503 -1.940
N 0.298 -1.905 -0.310
N 1.004 -0.919 -2.492
C -1.276 0.042 -0.610
C 0.860 0.271 0.852
C 0.193 -0.448 -0.340
C 0.847 -0.052 -1.602
H -1.385 1.061 -0.919
H 0.432 0.050 1.845
H -1.726 -0.773 -1.438
H -1.944 -0.063 0.207
H 1.125 -2.103 0.226
H 1.860 -0.141 0.904
H 1.000 1.265 0.706
H 1.267 0.964 -2.007
```

Relative energy (zero: lowest compared OMol25 entry of this formula, charge and spin) (eV): 2.3745
Multiplicity: 1
Molar mass (Da): 116.2
HOMO (eV): -8.43

These are the natural (NBO) partial charges, in e, on atoms 1 to 5: atom 1 (S): 0.535, atom 2 (N): -0.750, atom 3 (N): -0.548, atom 4 (C): -0.610, atom 5 (C): -0.600

---

Molecular formula: C3H11N3O
Method: DFT, wB97M-V/def2-TZVPD

XYZ file:
```
18
C3H11N3O | the Open Molecules 2025 dataset | wB97M-V/def2-TZVPD
O 1.355 0.941 -0.361
N 2.165 -1.186 -1.062
N -2.103 1.047 -0.853
N -1.192 1.571 1.288
C -1.203 1.043 0.021
C 1.704 -0.306 -0.043
C -0.760 -1.398 0.197
H -2.950 1.576 -0.628
H -1.143 -1.286 -0.807
H -1.899 2.255 1.531
H -0.287 1.726 1.705
H 2.327 -0.385 0.855
H -0.197 -2.319 0.331
H 0.586 -0.812 0.317
H 1.712 -1.005 -1.950
H 0.216 0.979 -0.358
H 3.173 -1.219 -1.145
H -1.505 -1.223 0.962
```

Relative energy (zero: lowest compared OMol25 entry of this formula, charge and spin) (eV): 5.7597
Multiplicity: 1
Molar mass (Da): 105.1
HOMO (alpha / beta) (eV): -7.95 / -7.95

These are the natural (NBO) partial charges, in e, on atoms 1 to 5: atom 1 (O): -0.657, atom 2 (N): -0.863, atom 3 (N): -0.757, atom 4 (N): -0.860, atom 5 (C): 0.278